{"formula": "C52H118N10O11", "method": "wB97M-V/def2-TZVPD", "e_tot_ev": -93256.7662, "homo_lumo_gap_ev": 7.97, "elements": ["O", "C", "N", "C", "H", "H", "H", "H", "H", "O", "C", "N", "C", "H", "H", "H", "H", "H", "O", "C", "N", "C", "H", "H", "H", "H", "H", "O", "C", "N", "C", "H", "H", "H", "H", "H", "O", "C", "N", "C", "H", "H", "H", "H", "H", "C", "C", "N", "C", "C", "C", "C", "H", "H", "H", "H", "H", "H", "H", "H", "H", "H", "H", "H", "H", "H", "H", "C", "C", "N", "C", "C", "C", "C", "H", "H", "H", "H", "H", "H", "H", "H", "H", "H", "H", "H", "H", "H", "H", "C", "C", "N", "C", "C", "C", "C", "H", "H", "H", "H", "H", "H", "H", "H", "H", "H", "H", "H", "H", "H", "H", "C", "C", "N", "C", "C", "C", "C", "H", "H", "H", "H", "H", "H", "H", "H", "H", "H", "H", "H", "H", "H", "H", "C", "C", "N", "C", "C", "C", "C", "H", "H", "H", "H", "H", "H", "H", "H", "H", "H", "H", "H", "H", "H", "H", "O", "C", "O", "C", "C", "C", "H", "H", "H", "H", "H", "H", "O", "C", "O", "C", "C", "C", "H", "H", "H", "H", "H", "H", "O", "C", "O", "C", "C", "C", "H", "H", "H", "H", "H", "H"], "positions_angstrom": [[2.407181, -1.705301, 2.662329], [3.153200, -2.198056, 3.478000], [2.752495, -3.017116, 4.375123], [4.617986, -1.808399, 3.488623], [3.351028, -3.389789, 5.098290], [1.767974, -3.241377, 4.397894], [5.185722, -1.985403, 4.402102], [4.901497, -0.797114, 3.197039], [5.176815, -2.519002, 2.879635], [0.084174, -4.271852, 4.635696], [-0.555870, -4.347825, 3.593250], [-0.283756, -3.621972, 2.545479], [-1.614051, -5.381608, 3.522629], [-0.666517, -3.845285, 1.637886], [0.352877, -2.851597, 2.691526], [-1.755005, -5.884358, 4.479436], [-1.339677, -6.095176, 2.745685], [-2.491598, -4.854025, 3.148896], [0.875552, 3.858299, -4.700390], [1.130466, 2.631013, -4.424821], [1.171157, 1.736108, -5.377461], [1.199188, 2.222601, -3.000014], [0.849355, 2.053206, -6.280784], [1.711100, 0.896021, -5.226360], [1.222935, 1.133629, -3.041045], [0.264335, 2.527085, -2.529421], [2.068039, 2.592127, -2.455364], [-0.775076, -4.914152, -5.066852], [-0.581878, -4.450530, -3.976896], [0.428966, -4.912468, -3.272959], [-1.657200, -3.529427, -3.441120], [0.859557, -5.620509, -3.850336], [0.442144, -4.834186, -2.266078], [-2.561427, -4.137373, -3.470622], [-1.817588, -2.525198, -3.833421], [-1.444181, -3.595075, -2.374155], [-0.559263, -0.138303, 7.267972], [0.061679, -0.304113, 6.183977], [1.363660, -0.141559, 6.143695], [-0.705754, -0.768002, 4.893481], [1.831892, -0.225352, 5.252723], [1.809511, 0.207343, 6.980108], [-1.758551, -0.540541, 4.726220], [-0.516665, -1.835110, 4.776745], [-0.313644, -0.328166, 3.976483], [3.997734, -2.601401, -3.400181], [4.670052, -3.505823, -4.463802], [4.091923, -3.282054, -5.848838], [4.690935, -4.159818, -6.783314], [6.164950, -3.791129, -7.075927], [2.650214, -3.462838, -5.846732], [1.953636, -3.616287, -7.188719], [3.026290, -2.992914, -3.098339], [3.791023, -1.620629, -3.828503], [4.584417, -2.409053, -2.501902], [5.688906, -3.125693, -4.389357], [4.565062, -4.570769, -4.256499], [4.609105, -5.188430, -6.432092], [4.274209, -3.978086, -7.773982], [6.570068, -3.205324, -6.250815], [6.786061, -4.677236, -7.206822], [6.204028, -3.274170, -8.034736], [2.258315, -2.764504, -5.107238], [2.202427, -4.321476, -5.346413], [0.909304, -3.329581, -7.065145], [2.017582, -4.652446, -7.520987], [2.315115, -3.003424, -8.014447], [-2.980550, 0.418378, 0.170310], [-1.877477, 1.146310, -0.643723], [-0.493025, 0.625889, -0.418320], [-0.377280, -0.788005, -0.792198], [1.024999, -1.429016, -0.776078], [-0.018252, 0.726444, 0.962930], [0.395994, 2.261797, 1.095462], [-2.979800, -0.646762, -0.061210], [-3.986136, 0.798083, -0.010571], [-2.748193, 0.444599, 1.234929], [-2.190195, 1.216506, -1.685534], [-1.905858, 2.208820, -0.402149], [-0.589498, -0.737116, -1.860122], [-1.129769, -1.535388, -0.540657], [1.193960, -1.973129, 0.153151], [1.821945, -0.692140, -0.676125], [1.188502, -2.125485, -1.598447], [-0.617534, 0.622437, 1.867445], [0.943476, 0.234153, 1.107248], [-0.447784, 2.951134, 1.064258], [1.022116, 2.373364, 1.980688], [1.069834, 2.649492, 0.331440], [-5.873321, -5.275823, -4.135970], [-6.927356, -5.312530, -2.941867], [-7.198962, -4.063211, -2.195061], [-8.092021, -4.499029, -1.118239], [-9.501283, -4.743024, -1.660216], [-5.903658, -3.546700, -1.601426], [-6.091614, -2.295085, -0.700460], [-6.285998, -4.899040, -5.071828], [-5.693100, -6.314585, -4.412732], [-4.941414, -4.767542, -3.888379], [-7.888829, -5.586890, -3.375925], [-6.647781, -6.078786, -2.218821], [-7.713266, -5.390605, -0.618499], [-8.192523, -3.686065, -0.399150], [-9.662149, -5.818637, -1.732923], [-10.268777, -4.520351, -0.918962], [-9.704642, -4.190048, -2.577257], [-5.172610, -3.323895, -2.378620], [-5.442666, -4.359944, -1.040867], [-6.918697, -1.636523, -0.965674], [-5.124565, -1.796632, -0.767257], [-6.260085, -2.593398, 0.334304], [-1.712836, 8.910956, -0.909908], [-0.299203, 8.984412, -0.323836], [-0.018943, 7.622015, 0.142524], [0.738951, 6.854913, -0.845378], [0.255781, 5.389548, -0.812854], [0.277232, 7.373069, 1.554536], [-0.957509, 7.783858, 2.339619], [-2.106489, 9.908223, -1.106389], [-2.427408, 8.421297, -0.248304], [-1.685208, 8.330203, -1.831888], [0.506050, 9.286973, -0.993260], [-0.359063, 9.739060, 0.460409], [0.528941, 7.132301, -1.878357], [1.774001, 7.077482, -0.586066], [1.042183, 4.704117, -1.128862], [0.023787, 5.081763, 0.206723], [-0.539849, 5.186497, -1.529683], [1.117480, 8.056977, 1.674360], [0.764227, 6.444186, 1.851351], [-0.587930, 7.891971, 3.359337], [-1.696375, 6.991260, 2.457892], [-1.363850, 8.761869, 2.081769], [4.456092, 1.177034, 5.240395], [3.895442, 1.461751, 3.875592], [4.734240, 1.480937, 2.700020], [5.242783, 2.849106, 2.651819], [4.220305, 3.984198, 2.284187], [4.022180, 1.018182, 1.499201], [4.837632, 1.274445, 0.226447], [3.725477, 0.721254, 5.908651], [4.719299, 2.093437, 5.768625], [5.298270, 0.485177, 5.253933], [3.170475, 0.655495, 3.763861], [3.251410, 2.338440, 3.944304], [5.756704, 3.061488, 3.589296], [6.116723, 2.811557, 2.001510], [4.914974, 4.803461, 2.098866], [3.655945, 3.791668, 1.371751], [3.546208, 4.116885, 3.130407], [3.041938, 1.494179, 1.474042], [3.699360, -0.021077, 1.561081], [4.797309, 2.350783, 0.059239], [4.328601, 0.865991, -0.646574], [5.731674, 0.651621, 0.196884], [-4.593690, 2.986679, 0.579837], [-4.287995, 4.169682, 0.295846], [-3.494350, 4.386854, -0.734617], [-3.267556, 5.859353, -0.876123], [-4.491377, 6.482803, -0.113287], [-4.704026, 5.455493, 0.963873], [-3.107623, 6.109882, -1.924818], [-2.309674, 6.026479, -0.383554], [-5.415496, 6.511717, -0.690586], [-4.267786, 7.459315, 0.316264], [-5.759492, 5.632849, 1.170318], [-4.131171, 5.556342, 1.885708], [0.794333, -4.729135, -0.454229], [1.905091, -5.168814, 0.062297], [1.985740, -6.286839, 0.776807], [3.236968, -6.403298, 1.293290], [4.025820, -5.607389, 0.314522], [3.156493, -4.458838, 0.014607], [3.490823, -7.458014, 1.187320], [3.298523, -5.929207, 2.272851], [4.246625, -6.186840, -0.581892], [4.910362, -5.265794, 0.852107], [3.411462, -4.241793, -1.022687], [3.152547, -3.595597, 0.680109], [-0.669807, 3.482477, 7.101766], [-1.365670, 3.339243, 6.076609], [-0.812170, 3.613374, 4.871339], [-1.627634, 3.429907, 3.821950], [-2.922732, 2.740523, 4.391640], [-2.800899, 3.010267, 5.796224], [-1.316544, 2.740685, 3.036910], [-1.904945, 4.404703, 3.420730], [-2.882170, 1.668619, 4.198088], [-3.829520, 3.004333, 3.847365], [-3.171759, 2.194147, 6.416309], [-3.396015, 3.905819, 5.974898]], "forces_ev_per_angstrom": [[-1.54, 0.57, -1.56], [2.79, 2.39, -0.79], [-0.76, -2.37, 2.55], [1.41, -0.71, 0.26], [-0.14, 0.17, -0.21], [-0.43, -0.53, 0.35], [-0.65, 0.05, 0.71], [-0.57, -0.12, -0.33], [-0.20, 0.05, -0.78], [0.69, 0.96, 0.69], [0.23, -2.05, 2.06], [0.06, 1.15, -1.61], [-0.53, 0.05, -1.01], [0.12, 0.34, 0.06], [0.27, 0.10, -0.59], [-0.04, 0.27, -0.23], [-0.05, -0.23, 0.02], [-0.48, -0.39, 0.25], [0.58, -3.19, 0.55], [-1.26, 6.28, 0.54], [0.25, -1.55, -1.05], [0.22, -1.27, -0.23], [0.55, -0.25, -0.07], [-0.46, -0.08, -0.43], [0.05, -0.18, 0.77], [0.21, 0.04, 0.12], [-0.15, 0.17, -0.13], [-0.01, -0.64, -2.84], [-2.40, 0.97, -1.04], [0.96, 0.28, 0.93], [0.53, -1.21, 2.12], [0.46, -0.31, 0.81], [0.51, -0.22, 0.07], [-0.20, 0.26, -0.63], [0.41, -0.31, -0.04], [-0.21, 1.24, 0.49], [1.08, -0.37, -2.39], [-4.75, 0.09, 2.18], [1.47, -0.06, -1.04], [1.34, 0.30, -0.37], [0.23, 0.16, 0.33], [0.01, -0.07, -0.25], [-0.11, -0.10, 1.30], [-0.27, -0.13, 0.19], [0.79, 0.17, 0.01], [-0.86, -0.31, -0.42], [-0.92, 1.66, -0.45], [-0.15, 0.36, 1.66], [1.83, 0.21, -1.16], [-0.09, -0.46, 0.25], [-0.77, 0.08, 0.90], [-0.19, 0.87, -0.38], [-0.06, -0.05, 0.18], [0.14, 0.06, -0.17], [0.26, -0.37, -0.09], [0.28, -0.77, -0.71], [0.30, -0.21, 0.41], [-0.15, -0.54, -0.32], [-0.78, -0.70, 0.37], [0.20, 0.13, -0.35], [0.01, -0.09, 0.14], [0.21, 0.41, 0.31], [-0.38, 1.02, -0.88], [1.00, -1.27, 0.51], [-0.10, -0.34, 0.06], [-0.16, 0.06, 0.03], [0.30, 0.24, 0.14], [0.61, -0.36, -0.28], [-0.45, 0.13, 1.01], [-0.91, -2.15, 1.25], [0.36, -0.15, -3.34], [0.01, 0.33, 1.59], [1.56, 4.60, -0.37], [0.55, -0.55, 0.22], [-0.06, -0.08, -0.24], [0.29, 0.18, 0.06], [-0.19, 0.33, 0.11], [0.60, -0.77, -0.37], [0.25, 0.02, 0.47], [-0.14, 0.00, -0.52], [-0.23, 0.19, 1.21], [-0.22, -0.41, 0.08], [0.01, 0.33, -0.76], [-0.06, 0.21, -0.03], [-0.79, -0.96, -0.35], [-0.37, -0.60, -0.20], [-0.07, -0.16, 0.42], [-0.50, 0.30, 0.60], [-0.05, -0.61, -0.60], [-1.24, -0.36, 0.82], [0.55, 0.88, -1.56], [1.80, -0.33, 0.31], [-0.78, 1.52, -0.32], [-0.31, -0.96, 0.77], [-1.52, 0.09, -0.18], [0.52, -1.04, -0.15], [-0.13, 0.65, 0.29], [0.41, -0.13, 0.35], [-0.09, -0.17, -0.09], [0.08, -0.31, -0.01], [0.29, -0.37, 0.03], [0.16, -0.15, 0.28], [0.36, -0.05, 0.13], [0.02, -0.09, -0.89], [0.08, 0.61, 0.10], [0.07, -0.21, 0.04], [-0.44, 0.13, -0.29], [0.15, -0.20, 0.47], [0.20, -0.06, -0.43], [-0.24, 0.50, 0.30], [0.08, 0.04, 0.05], [0.26, 0.65, -0.76], [-0.92, -0.94, 1.03], [-0.86, -1.26, -1.34], [-0.97, -0.54, 0.80], [1.43, -0.29, 0.15], [0.25, 2.25, -1.47], [1.21, -0.47, 1.84], [-0.05, 0.10, -0.35], [0.44, 0.04, 0.26], [-0.17, 0.07, -0.15], [-0.28, 0.25, -0.39], [0.46, -0.21, 0.42], [0.14, 0.82, 0.19], [0.70, -0.80, -0.54], [0.26, 0.02, -0.08], [-0.39, 0.01, -0.10], [-0.27, 0.29, 0.34], [0.20, 0.57, 1.24], [-0.81, -0.57, -0.58], [-0.15, 0.25, 0.40], [-0.25, 0.10, -0.67], [-0.11, -0.36, -0.33], [0.92, 0.42, 1.01], [-2.06, -1.63, 0.06], [0.25, 0.02, 1.04], [0.49, -0.24, -1.21], [1.56, -1.04, 0.32], [-0.11, 0.26, -0.14], [-1.63, -0.65, -0.03], [-0.24, 0.01, -0.28], [0.46, 0.03, -0.03], [0.19, 0.18, -0.24], [-0.22, -0.19, -0.60], [-0.05, 0.27, -0.03], [-0.53, 0.07, 0.41], [-0.22, 0.45, -0.66], [-0.63, 0.60, 0.19], [0.02, -0.11, 0.07], [0.04, 0.55, -0.26], [-0.19, 0.61, -0.46], [0.63, -0.23, 0.43], [1.28, -0.08, -0.15], [-0.64, -0.05, 0.03], [0.67, 1.01, 0.41], [0.64, 3.56, -0.24], [-1.59, -4.26, 0.86], [0.35, 1.70, -0.71], [-0.48, -0.44, 0.54], [2.02, -0.05, -0.52], [-0.79, 0.26, 0.06], [-0.49, -0.23, 0.01], [-0.17, 0.38, 0.25], [0.34, 0.21, -0.40], [-0.04, 0.05, -0.33], [-0.04, -1.31, 0.68], [0.15, 0.26, -0.06], [4.30, -2.47, 2.42], [-7.25, 2.29, -1.98], [-3.88, 0.65, -1.08], [2.12, -0.93, -0.07], [3.17, 0.05, 1.77], [0.87, 0.17, -1.66], [0.19, 0.03, 1.00], [-0.04, -0.59, 0.36], [0.20, 0.08, 0.10], [0.62, -0.28, -0.61], [-0.58, 1.08, 0.10], [0.13, 0.02, -0.02], [-2.85, -0.70, -3.11], [2.75, 0.91, 2.64], [2.72, -0.03, 1.56], [-3.70, -0.82, -1.99], [0.73, -1.11, -2.97], [-1.34, 0.27, 2.80], [0.94, 0.49, 0.11], [0.16, 0.09, -0.42], [0.39, -0.19, -0.01], [-0.02, 0.59, 0.37], [0.11, 0.28, 0.29], [0.10, 0.18, 0.77]]}